{
  "formula": "C4H12",
  "method": "ωB97M-V with the def2-TZVPD basis set",
  "elements": ["C", "C", "H", "H", "H", "H", "H", "H", "C", "C", "H", "H", "H", "H", "H", "H"],
  "xyz": [[-0.5249, 1.6568, -0.1706], [-1.1461, 2.3117, -1.4108], [0.0839, 2.4046, 0.3395], [-1.2603, 1.2516, 0.5230], [0.1245, 0.8446, -0.4891], [-1.8575, 3.0908, -1.1397], [-1.6430, 1.5653, -2.0287], [-0.3657, 2.7791, -2.0088], [0.9636, -1.6209, 0.1344], [0.7093, -2.3427, 1.4511], [0.0170, -1.5051, -0.3959], [1.4746, -0.6735, 0.2506], [1.5288, -2.2795, -0.5282], [0.2366, -1.7074, 2.2001], [1.6564, -2.6222, 1.9209], [0.1277, -3.2494, 1.3098]],
  "forces_ev_per_a": [[0.116, 0.358, -0.488], [0.049, -0.194, 0.315], [0.001, -0.158, 0.232], [-0.057, 0.056, -0.024], [0.029, 0.036, 0.134], [-0.093, -0.034, -0.035], [-0.131, 0.080, -0.066], [0.018, -0.002, -0.096], [-0.499, -0.979, -0.284], [0.668, 0.266, 0.444], [-0.017, 0.473, 0.076], [0.039, 0.087, -0.012], [0.327, 0.164, 0.064], [-0.346, 0.023, -0.163], [0.010, -0.164, -0.120], [-0.115, -0.013, 0.023]],
  "total_energy_ha": -159.58118,
  "molar_mass_g_mol": 60.1,
  "homo_lumo_gap_ev": 12.72,
  "lumo_energy_ev": 1.16,
  "homo_energy_ev": -11.569,
  "relative_energy_kcal_mol": 2.4
}



{
  "formula": "C50H34BBrF7NO8",
  "method": "ωB97M-V with the def2-TZVPD basis set",
  "elements": ["N", "C", "C", "O", "C", "B", "C", "C", "O", "Br", "C", "F", "F", "C", "F", "F", "C", "F", "F", "F", "H", "H", "H", "H", "H", "H", "H", "H", "H", "H", "C", "C", "C", "C", "C", "C", "C", "O", "C", "C", "C", "C", "C", "C", "C", "O", "H", "H", "H", "H", "H", "H", "H", "H", "C", "C", "C", "C", "C", "C", "C", "O", "C", "C", "C", "C", "C", "C", "C", "O", "H", "H", "H", "H", "H", "H", "H", "H", "C", "C", "C", "C", "C", "C", "C", "O", "C", "C", "C", "C", "C", "C", "C", "O", "H", "H", "H", "H", "H", "H", "H", "H"],
  "xyz": [[1.0531, -0.4333, 0.4348], [1.0569, 0.0671, -0.9413], [2.4272, -0.0598, -1.6052], [3.4031, 0.4507, -0.7141], [2.7719, -1.4954, -2.1093], [2.2157, -2.6813, -1.2558], [0.9058, -3.4241, -1.7586], [-0.1987, -3.4958, -0.7467], [-0.9666, -2.6144, -0.5115], [-0.3689, -5.1827, 0.2129], [2.8966, -3.3339, 0.0736], [2.9427, -4.7057, -0.1504], [2.1138, -3.1364, 1.1777], [4.3432, -2.9197, 0.4445], [4.3141, -1.7180, 1.0475], [5.0897, -2.8156, -0.6915], [5.1126, -3.8802, 1.3920], [5.3495, -5.0614, 0.8281], [4.4449, -4.0745, 2.5244], [6.2906, -3.3205, 1.6759], [0.7966, 0.3183, 1.0622], [0.3170, -1.1230, 0.5447], [0.3030, -0.4580, -1.5382], [0.7849, 1.1284, -0.9710], [2.3919, 0.5845, -2.4965], [4.2590, 0.4112, -1.1590], [2.3409, -1.5608, -3.1157], [3.8562, -1.5588, -2.2363], [0.5100, -2.9378, -2.6517], [1.2254, -4.4413, -2.0186], [10.7452, -1.4561, -7.4552], [11.6672, -2.4179, -7.0563], [11.6840, -2.8641, -5.7459], [10.7819, -2.3455, -4.8255], [9.8635, -1.3722, -5.2234], [9.8456, -0.9340, -6.5419], [8.9008, -0.7800, -4.2515], [8.0903, 0.0528, -4.6002], [8.9669, -1.2455, -2.8377], [8.1104, -0.6787, -1.9028], [8.1412, -1.1067, -0.5870], [9.0258, -2.1071, -0.1993], [9.8854, -2.6739, -1.1249], [9.8631, -2.2419, -2.4458], [10.8086, -2.8524, -3.4230], [11.5752, -3.7306, -3.0899], [10.7311, -1.1128, -8.4812], [12.3733, -2.8199, -7.7708], [12.3917, -3.6153, -5.4238], [9.1257, -0.1837, -6.8379], [7.4251, 0.0955, -2.2199], [7.4701, -0.6674, 0.1399], [9.0392, -2.4465, 0.8280], [10.5774, -3.4526, -0.8364], [-5.3267, 2.8293, 1.0341], [-5.8475, 4.0255, 1.5155], [-5.0042, 4.9916, 2.0379], [-3.6348, 4.7624, 2.0891], [-3.1136, 3.5552, 1.6188], [-3.9638, 2.5934, 1.0866], [-1.6542, 3.2691, 1.6868], [-1.2027, 2.2218, 1.2708], [-0.7673, 4.3062, 2.2858], [0.5942, 4.0503, 2.3959], [1.4354, 5.0056, 2.9395], [0.9216, 6.2235, 3.3718], [-0.4341, 6.4835, 3.2665], [-1.2840, 5.5258, 2.7277], [-2.7435, 5.8215, 2.6413], [-3.1881, 6.8880, 3.0086], [-5.9923, 2.0816, 0.6221], [-6.9147, 4.2001, 1.4802], [-5.3955, 5.9285, 2.4093], [-3.5466, 1.6659, 0.7196], [0.9840, 3.1020, 2.0528], [2.4946, 4.8028, 3.0269], [1.5817, 6.9702, 3.7928], [-0.8469, 7.4252, 3.6005], [-12.7369, 2.9528, 1.5875], [-13.6219, 2.2101, 2.3617], [-13.2429, 0.9755, 2.8602], [-11.9776, 0.4744, 2.5819], [-11.0927, 1.2153, 1.7962], [-11.4757, 2.4572, 1.3048], [-9.7384, 0.6914, 1.4612], [-8.9638, 1.3413, 0.7901], [-9.3671, -0.6571, 1.9748], [-8.1263, -1.1873, 1.6429], [-7.7569, -2.4334, 2.1191], [-8.6237, -3.1544, 2.9333], [-9.8622, -2.6326, 3.2656], [-10.2405, -1.3853, 2.7850], [-11.5862, -0.8515, 3.1411], [-12.3382, -1.4743, 3.8595], [-13.0342, 3.9195, 1.2030], [-14.6092, 2.5971, 2.5762], [-13.9192, 0.3903, 3.4676], [-10.7797, 3.0227, 0.7010], [-7.4602, -0.6163, 1.0114], [-6.7915, -2.8456, 1.8569], [-8.3311, -4.1264, 3.3077], [-10.5461, -3.1836, 3.8961]],
  "forces_ev_per_a": [[-0.343, -0.295, -0.362], [-0.019, 0.312, 0.183], [0.003, 0.190, -0.205], [-0.034, -0.100, -0.099], [0.031, -0.102, -0.082], [-0.032, 0.497, 0.302], [0.040, -0.345, 0.124], [-0.513, 0.455, 0.087], [0.389, -0.468, -0.125], [0.013, -0.003, -0.061], [0.085, -0.278, 0.032], [0.011, 0.365, 0.055], [0.266, -0.171, -0.366], [-0.127, 0.139, 0.094], [0.043, -0.132, -0.140], [-0.152, -0.143, 0.212], [-0.042, -0.068, -0.154], [0.017, 0.015, -0.073], [-0.057, 0.065, 0.023], [0.148, 0.082, 0.133], [0.249, -0.012, 0.101], [0.033, 0.124, 0.004], [0.139, 0.014, -0.100], [0.016, -0.104, 0.084], [0.064, -0.153, -0.002], [-0.140, 0.058, 0.094], [0.011, -0.084, 0.092], [-0.042, 0.071, 0.043], [-0.042, 0.049, 0.112], [-0.044, 0.105, -0.005], [0.005, -0.012, 0.015], [-0.017, 0.014, 0.010], [0.031, -0.013, -0.089], [-0.050, 0.029, 0.020], [0.030, -0.014, 0.051], [0.034, 0.001, -0.086], [-0.058, 0.041, -0.037], [0.007, -0.009, 0.008], [0.045, -0.038, -0.027], [-0.060, 0.002, 0.113], [-0.020, -0.013, -0.002], [-0.007, -0.016, 0.002], [-0.052, 0.027, 0.073], [-0.011, 0.027, -0.040], [0.045, -0.059, 0.017], [0.002, 0.014, 0.002], [0.005, 0.002, -0.005], [-0.002, -0.004, -0.008], [-0.020, -0.006, 0.056], [-0.022, 0.012, 0.054], [0.022, 0.007, -0.062], [-0.001, -0.008, 0.014], [-0.001, 0.001, 0.002], [0.034, -0.003, -0.051], [-0.033, -0.032, -0.002], [0.016, 0.007, 0.002], [-0.088, -0.027, -0.028], [0.049, -0.024, -0.008], [0.017, 0.041, 0.030], [-0.082, -0.024, -0.024], [0.019, -0.041, -0.015], [0.088, -0.067, -0.024], [-0.038, 0.026, -0.003], [0.073, 0.025, 0.011], [-0.013, 0.013, 0.005], [-0.008, -0.019, -0.011], [0.084, 0.029, 0.028], [-0.020, -0.054, -0.011], [-0.029, 0.062, 0.010], [0.003, -0.010, 0.009], [-0.027, 0.009, 0.009], [-0.007, -0.011, -0.011], [0.053, 0.026, 0.013], [0.056, 0.008, 0.019], [-0.040, -0.019, -0.022], [0.006, 0.001, -0.003], [0.006, 0.001, 0.004], [-0.058, -0.013, -0.009], [-0.002, -0.015, 0.011], [0.021, -0.003, -0.009], [-0.063, 0.071, 0.001], [0.056, 0.002, -0.016], [-0.009, -0.055, 0.009], [-0.062, 0.066, -0.010], [0.051, 0.025, -0.019], [0.046, 0.039, -0.008], [-0.047, 0.005, 0.024], [0.063, -0.062, 0.011], [-0.016, -0.002, 0.008], [0.001, 0.020, -0.010], [0.063, -0.070, 0.006], [-0.003, 0.045, -0.036], [-0.042, -0.036, 0.048], [0.001, -0.001, -0.014], [-0.006, 0.003, -0.003], [-0.002, 0.008, 0.004], [0.038, -0.045, 0.013], [0.041, -0.041, -0.006], [-0.032, 0.047, -0.005], [0.007, -0.002, 0.006], [0.004, -0.006, -0.002], [-0.046, 0.038, -0.003]],
  "total_energy_ha": -5880.45425,
  "molar_mass_g_mol": 1000.5,
  "homo_lumo_gap_ev": 8.39,
  "lumo_energy_ev": -1.08,
  "homo_energy_ev": -9.469
}



{
  "formula": "C3H3NO5",
  "method": "ωB97M-V with the def2-TZVPD basis set",
  "elements": ["N", "O", "O", "C", "C", "C", "O", "O", "O", "H", "H", "H"],
  "xyz": [[-0.2628, 0.6183, 1.2763], [-1.3369, 1.2354, 1.1848], [0.8759, 1.1040, 1.1791], [0.8177, -4.7955, -1.7678], [0.0749, -5.3456, -0.7993], [-0.3177, -4.6391, 0.4278], [-1.0132, -5.1653, 1.2956], [0.1822, -3.3231, 0.4881], [-0.2548, -2.7244, 1.6429], [1.0568, -5.3870, -2.6465], [1.1711, -3.7798, -1.6762], [-0.3023, -6.3649, -0.8565]],
  "forces_ev_per_a": [[0.274, 4.680, -0.797], [2.837, -2.524, 0.391], [-3.109, -2.173, 0.406], [-0.513, -0.583, 0.515], [0.462, 0.365, -0.607], [-1.927, -2.139, 1.928], [1.932, 1.868, -2.109], [-1.015, 0.547, 2.076], [0.794, -0.585, -1.743], [0.074, 0.257, 0.065], [0.104, 0.028, -0.169], [0.088, 0.259, 0.044]],
  "total_energy_ha": -546.77144,
  "molar_mass_g_mol": 133.1,
  "homo_lumo_gap_ev": [8.71, 9.16],
  "lumo_energy_ev": [-2.53, -2.03],
  "homo_energy_ev": [-11.241, -11.192],
  "relative_energy_kcal_mol": 219.4
}



{
  "formula": "C20H44NNdOP3Se",
  "method": "ωB97M-V with the def2-TZVPD basis set",
  "elements": ["Nd", "P", "P", "P", "H", "C", "C", "H", "C", "C", "C", "C", "C", "C", "C", "C", "C", "H", "H", "H", "H", "H", "H", "H", "H", "H", "H", "H", "H", "H", "H", "H", "H", "H", "H", "H", "H", "H", "H", "H", "H", "H", "H", "H", "H", "H", "C", "C", "C", "C", "C", "C", "Se", "H", "H", "H", "H", "H", "H", "C", "N", "C", "C", "O", "H", "H", "H", "H", "H", "H", "H"],
  "xyz": [[0.3225, -0.2525, 0.3060], [0.5333, -1.1956, 3.1152], [-2.3665, -1.4523, 0.1016], [-1.2603, 1.7425, 1.7127], [1.7075, 1.2337, -1.6998], [1.5047, 1.7455, -0.7391], [2.2236, 1.4530, 0.4097], [3.0413, 0.7088, 0.4119], [1.7401, -2.5601, 3.3197], [-0.8306, -1.8874, 4.1305], [1.2473, 0.0226, 4.2946], [-2.9899, -0.9806, -1.5585], [-2.2215, -3.2639, -0.1198], [-3.8589, -1.3067, 1.1475], [-0.3006, 3.2388, 2.1493], [-2.2948, 1.5582, 3.2048], [-2.4566, 2.4411, 0.5067], [0.8549, 2.6283, -0.8233], [2.2014, 2.0989, 1.2977], [2.6965, -2.3023, 2.8502], [1.3539, -3.4779, 2.8611], [1.9045, -2.7386, 4.3908], [-1.2491, -2.7696, 3.6281], [-1.6293, -1.1492, 4.2754], [-0.4434, -2.1953, 5.1133], [2.1870, 0.4168, 3.8851], [1.4580, -0.4789, 5.2509], [0.5552, 0.8580, 4.4672], [-3.9091, -1.5369, -1.7887], [-2.2363, -1.2165, -2.3228], [-3.2004, 0.0958, -1.6013], [-3.1763, -3.6771, -0.4733], [-1.9562, -3.7389, 0.8331], [-1.4404, -3.4894, -0.8578], [-4.6764, -1.9119, 0.7300], [-4.1906, -0.2609, 1.2115], [-3.6340, -1.6738, 2.1592], [-1.0078, 4.0347, 2.4208], [0.3149, 3.5642, 1.3022], [0.3595, 3.0268, 3.0008], [-2.8578, 2.4897, 3.3685], [-1.6683, 1.3635, 4.0859], [-3.0028, 0.7272, 3.0885], [-2.8351, 3.3947, 0.9053], [-3.2954, 1.7500, 0.3396], [-1.9590, 2.6235, -0.4578], [-0.5908, 2.9363, -4.7552], [0.6476, 3.0395, -4.0973], [1.5793, 4.0040, -4.4820], [1.3075, 4.8551, -5.5643], [0.0921, 4.7311, -6.2553], [-0.8499, 3.7784, -5.8589], [-1.9083, 1.7072, -4.1388], [-0.9807, 1.0468, -3.1368], [0.8657, 2.3657, -3.2709], [2.5196, 4.0909, -3.9357], [2.0407, 5.6044, -5.8640], [-0.1177, 5.3840, -7.1041], [-1.7959, 3.6844, -6.3935], [2.2299, -4.6213, -1.3094], [3.0836, -3.6212, -0.6685], [4.5150, -3.8746, -0.5656], [2.6314, -2.4651, -0.2482], [1.4138, -2.0933, -0.4176], [2.9038, -5.4265, -1.6110], [1.7235, -4.2203, -2.1967], [1.4846, -5.0275, -0.6117], [4.9498, -3.0069, -0.0578], [4.6969, -4.7862, 0.0137], [4.9534, -3.9849, -1.5648], [3.3464, -1.8001, 0.2616]],
  "forces_ev_per_a": [[-2.027, -2.531, 0.440], [0.348, -0.494, 1.410], [-0.999, -0.504, -0.677], [-0.657, 0.947, 0.484], [-0.158, -0.090, 0.542], [2.482, 0.980, 1.271], [0.324, 2.023, -2.257], [-0.569, 0.044, -0.120], [0.104, -0.049, -0.341], [-0.438, 0.063, -0.395], [0.004, 0.261, -0.347], [0.124, 0.254, -0.031], [0.290, -0.101, 0.189], [0.128, 0.200, 0.365], [0.153, -0.092, 0.015], [-0.063, -0.278, 0.155], [0.110, -0.153, -0.169], [0.079, -0.390, 0.236], [-0.358, -0.288, -0.289], [-0.072, -0.110, 0.149], [0.101, 0.138, 0.079], [-0.021, 0.040, -0.284], [0.035, 0.189, 0.161], [0.165, -0.204, -0.009], [-0.010, 0.153, -0.337], [-0.152, -0.006, 0.217], [-0.088, 0.153, -0.304], [0.228, -0.212, -0.004], [0.238, 0.128, 0.069], [-0.201, 0.031, 0.090], [-0.020, -0.210, -0.059], [0.231, 0.146, 0.099], [-0.069, 0.009, -0.225], [-0.182, 0.005, 0.162], [0.293, 0.156, 0.019], [0.059, -0.314, -0.002], [-0.129, 0.122, -0.234], [0.305, -0.118, -0.052], [-0.171, 0.118, 0.189], [-0.154, 0.136, -0.143], [0.176, -0.281, -0.045], [-0.198, 0.083, -0.205], [0.148, 0.237, 0.055], [0.049, -0.296, -0.198], [0.222, 0.252, 0.048], [-0.242, 0.065, 0.148], [1.025, 0.854, -0.409], [-0.410, 0.337, -0.316], [-0.204, 0.077, -0.338], [-0.275, -0.294, 0.178], [0.367, -0.142, 0.356], [-0.095, -0.445, 0.565], [0.243, -0.466, 0.556], [-0.414, 0.304, -0.559], [-0.005, 0.128, -0.147], [-0.202, -0.012, -0.223], [-0.248, -0.223, 0.070], [0.026, -0.244, 0.266], [0.253, 0.097, 0.093], [-0.077, -0.445, -0.265], [-0.402, 1.422, 0.448], [0.503, -0.109, 0.221], [-0.045, -1.178, -0.672], [0.423, 0.269, 0.473], [-0.314, 0.049, -0.049], [0.200, 0.006, 0.282], [0.262, 0.245, -0.113], [0.242, -0.396, -0.151], [-0.031, 0.211, -0.115], [-0.149, 0.055, 0.233], [-0.092, -0.313, -0.248]],
  "total_energy_ha": -4904.41956,
  "spin_multiplicity": 4,
  "molar_mass_g_mol": 630.7,
  "charge": 3,
  "homo_lumo_gap_ev": [3.63, 3.70],
  "lumo_energy_ev": [-10.94, -10.87],
  "homo_energy_ev": [-14.567, -14.567],
  "relative_energy_kcal_mol": 0.0
}



{
  "formula": "C7H13NO",
  "method": "ωB97M-V with the def2-TZVPD basis set",
  "elements": ["C", "C", "C", "C", "C", "N", "C", "C", "O", "H", "H", "H", "H", "H", "H", "H", "H", "H", "H", "H", "H", "H"],
  "xyz": [[1.5866, -1.7495, -0.2716], [1.2448, 0.5347, 0.2940], [2.1825, -0.5974, 0.5515], [-2.5062, 1.4318, -0.8954], [-1.6090, -0.6889, 0.0470], [0.4538, 1.0696, 1.2223], [-1.6395, 0.6675, 0.0675], [-0.8281, 1.4216, 0.9815], [1.7293, -1.5461, -1.6576], [2.6505, -1.3374, -1.8539], [0.8461, 1.2271, 2.1478], [2.0447, -2.7012, 0.0306], [0.8478, 0.5852, -0.7093], [2.2181, -0.8635, 1.6095], [3.2030, -0.3790, 0.2116], [-1.2058, 2.3137, 1.4568], [-3.3901, 0.8567, -1.1751], [-2.8256, 2.3833, -0.4711], [-1.2121, -1.2305, 0.8915], [-2.2973, -1.2362, -0.5763], [0.4469, -1.8148, -0.1013], [-1.9405, 1.6533, -1.7999]],
  "forces_ev_per_a": [[-1.080, -0.630, 0.641], [0.497, 0.082, -0.238], [-0.452, 0.137, -0.249], [-0.139, -0.102, 0.004], [-1.131, 0.677, 0.541], [0.183, -0.022, 0.527], [0.026, -0.773, -0.340], [-0.213, 0.438, 0.077], [0.137, 0.186, -0.339], [-0.076, -0.086, 0.036], [-0.078, 0.029, -0.141], [-0.112, -0.002, -0.033], [-0.024, 0.091, -0.015], [0.046, -0.022, 0.011], [-0.025, -0.125, 0.033], [0.007, 0.065, 0.120], [0.041, 0.047, -0.022], [-0.019, 0.028, 0.041], [0.409, -0.066, -0.074], [0.069, -0.084, -0.304], [1.905, 0.033, -0.189], [0.028, 0.100, -0.087]],
  "total_energy_ha": -404.38290,
  "molar_mass_g_mol": 127.2,
  "homo_lumo_gap_ev": [6.94, 7.21],
  "lumo_energy_ev": [0.63, 0.84],
  "homo_energy_ev": [-6.309, -6.376],
  "relative_energy_kcal_mol": 90.7
}



{
  "formula": "C2H4N2",
  "method": "ωB97M-V with the def2-TZVPD basis set",
  "elements": ["C", "C", "N", "N", "H", "H", "H", "H"],
  "xyz": [[0.2399, 1.4018, 1.8350], [0.2514, 1.5172, 0.4827], [0.0264, 1.4538, 2.9823], [-0.7599, -1.1152, 0.2081], [-0.6278, 2.1047, 0.0138], [0.9016, 1.0059, -0.2364], [-0.2914, -1.4864, 1.1009], [-1.6337, -0.7654, 0.5225]],
  "forces_ev_per_a": [[-0.448, 0.341, 1.655], [-1.619, 0.389, -2.849], [0.445, -0.270, -0.476], [2.166, -0.884, 0.828], [1.653, -0.987, 0.919], [-0.082, 0.278, 0.757], [-0.827, 0.668, -1.396], [-1.289, 0.466, 0.563]],
  "total_energy_ha": -187.96429,
  "molar_mass_g_mol": 56.1,
  "homo_lumo_gap_ev": [8.88, 9.90],
  "lumo_energy_ev": [-0.85, -1.44],
  "homo_energy_ev": [-9.721, -11.335],
  "relative_energy_kcal_mol": 96.7
}